48
Properties=species:S:1:pos:R:3 method="wB97M-V/def2-TZVPD" energy_ha=-1243.83044 molar_mass_g_mol=367.40 orbital_gap_ev=8.83 largest_force_ha_per_bohr=0.01834 smiles="Cc1cc(OCC(=O)NC[C@@H](O)c2ccccc2)c2c(C)cc(=O)oc2c1" total_charge=0 spin_multiplicity=1
C 1.800 0.392 -3.564
C 1.016 0.888 -2.392
C -0.270 1.362 -2.541
C -0.984 1.810 -1.434
C -0.425 1.817 -0.143
C 0.909 1.357 -0.016
C 1.593 0.890 -1.123
H 2.597 0.511 -1.025
O 1.462 1.395 1.232
C 2.786 0.939 1.403
H 3.492 1.464 0.752
H 3.035 1.172 2.443
C 2.927 -0.577 1.197
O 3.941 -1.089 0.777
N 1.825 -1.247 1.577
H 1.003 -0.715 1.828
C 1.637 -2.656 1.352
H 1.211 -3.120 2.246
H 2.624 -3.087 1.166
C 0.711 -2.931 0.145
C -0.563 -2.112 0.174
C -1.097 -1.653 -1.023
C -2.288 -0.949 -1.041
C -2.952 -0.676 0.142
C -2.424 -1.125 1.340
C -1.244 -1.849 1.356
H -0.871 -2.228 2.297
H -2.940 -0.923 2.267
H -3.879 -0.123 0.129
H -2.702 -0.616 -1.981
H -0.581 -1.858 -1.949
O 0.333 -4.293 0.123
H 1.123 -4.839 0.038
H 1.259 -2.675 -0.777
C -1.267 2.279 0.937
C -2.529 2.671 0.646
C -3.082 2.654 -0.687
O -4.204 2.977 -0.990
O -2.243 2.225 -1.681
H -3.200 3.018 1.416
C -0.793 2.322 2.351
H -0.538 1.322 2.695
H 0.099 2.938 2.437
H -1.571 2.727 2.993
H -0.755 1.384 -3.504
H 1.140 0.085 -4.371
H 2.434 -0.445 -3.280
H 2.446 1.186 -3.938

=====

47
Properties=species:S:1:pos:R:3 method="wB97M-V/def2-TZVPD" energy_ha=-1804.67053 molar_mass_g_mol=551.81 orbital_gap_ev="8.59 / 3.05" largest_force_ha_per_bohr=0.11875 total_charge=+2 spin_multiplicity=3
Au 0.000 0.000 0.000
Cl -0.786 -0.843 2.000
P 0.551 0.080 -2.100
C 2.256 0.487 -2.618
C 2.600 1.248 -3.739
C 3.942 1.477 -4.046
C 4.949 0.948 -3.241
C 4.613 0.201 -2.109
C 3.276 -0.020 -1.795
C 0.386 -1.688 -2.557
C -0.821 -2.312 -2.194
C -1.012 -3.671 -2.431
C -0.003 -4.420 -3.039
C 1.195 -3.806 -3.408
C 1.394 -2.447 -3.166
C -0.578 0.882 -3.299
C -1.631 1.656 -2.796
C -2.557 2.239 -3.661
C -2.443 2.042 -5.037
C -1.414 1.245 -5.546
C -0.490 0.661 -4.682
H -1.609 -1.723 -1.726
H -1.945 -4.144 -2.140
H -0.150 -5.480 -3.225
H 1.980 -4.388 -3.884
H 2.330 -1.976 -3.447
H 1.824 1.678 -4.362
H 4.198 2.078 -4.914
H 5.992 1.127 -3.485
H 5.393 -0.201 -1.468
H 2.999 -0.577 -0.902
H -1.721 1.775 -1.718
H -3.369 2.838 -3.259
H -3.164 2.493 -5.713
H -1.339 1.071 -6.616
H 0.289 0.017 -5.079
H 3.452 6.358 -5.414
H 2.746 6.540 -5.560
C 1.052 3.183 3.608
C 2.023 3.124 2.427
C 1.479 2.209 1.422
N 1.055 1.403 0.711
H 0.063 3.571 3.278
H 1.449 3.852 4.400
H 0.905 2.170 4.045
H 2.155 4.135 1.993
H 3.003 2.737 2.780

=====

48
Properties=species:S:1:pos:R:3 method="wB97M-V/def2-TZVPD" energy_ha=-1238.79431 molar_mass_g_mol=360.40 orbital_gap_ev=9.21 largest_force_ha_per_bohr=0.07835 smiles="CC(C)COC(=O)[C@H](C)CC(=O)c1ccc(-c2ccc(F)cc2F)cc1" total_charge=0 spin_multiplicity=1
O 1.776 0.130 0.616
O 0.296 -2.331 0.433
F -4.767 8.573 -0.187
F -2.520 5.400 2.355
O 2.199 -3.579 0.685
C 1.169 0.446 -0.413
C 1.395 -2.694 0.009
C -3.849 6.733 -1.329
C -3.711 6.818 1.021
C -1.046 1.582 -1.066
C 0.458 2.696 0.340
C -1.965 2.736 -0.943
C -0.510 3.787 0.486
C -3.213 5.478 -1.303
C -4.088 7.415 -0.150
C -2.836 5.747 1.106
C 0.215 1.615 -0.505
C -1.674 3.844 -0.210
C -2.633 4.999 -0.131
C 3.480 -1.645 -0.924
C 2.960 -4.601 4.295
C 4.606 -3.525 2.655
C 2.118 -3.556 2.127
C 1.116 -0.591 -1.502
C 1.991 -1.953 -1.221
C 3.303 -4.348 2.795
H -4.395 7.084 -2.233
H -3.869 7.369 1.982
H -1.298 0.831 -1.780
H 1.335 2.630 1.000
H -2.791 2.777 -1.626
H -0.307 4.599 1.142
H -3.191 5.106 -2.314
H 3.596 -1.138 0.047
H 3.943 -2.593 -0.871
H 3.982 -0.993 -1.649
H 3.619 -5.383 4.581
H 1.980 -4.859 4.473
H 3.118 -3.752 4.933
H 5.048 -3.681 1.649
H 5.403 -3.844 3.374
H 4.376 -2.461 2.708
H 1.183 -4.076 2.507
H 2.021 -2.495 2.455
H 0.076 -0.892 -1.748
H 1.623 -0.224 -2.360
H 2.173 -2.510 -2.185
H 3.508 -5.270 2.276

=====

48
Properties=species:S:1:pos:R:3 method="wB97M-V/def2-TZVPD" energy_ha=-1516.61228 molar_mass_g_mol=371.48 orbital_gap_ev=8.65 largest_force_ha_per_bohr=0.08436 smiles="COc1ccc(-c2ccc(CO[C@H]3CC[C@@H](N=C=S)CC3)cc2)cc1F" total_charge=0 spin_multiplicity=1
F -5.947 -2.562 -1.586
S 6.844 5.533 1.897
C 5.380 5.091 1.677
N 4.296 4.669 1.461
O -6.349 -4.072 1.042
O 3.275 0.067 -0.136
C -4.101 -3.711 1.365
C -0.091 -2.439 0.416
C -1.030 -1.093 -1.328
C -2.870 -3.201 1.092
C -3.707 -2.279 -0.876
C 1.170 -1.874 0.200
C 0.253 -0.654 -1.660
C -4.981 -2.877 -0.678
C -5.278 -3.533 0.509
C -1.248 -1.932 -0.226
C -2.651 -2.395 -0.027
C 1.355 -0.977 -0.838
C -7.593 -3.544 0.595
C 2.733 -0.549 -1.238
C 3.817 3.929 -0.817
C 1.980 3.627 0.915
C 4.053 2.422 -0.756
C 2.410 2.158 1.092
C 3.220 4.513 0.505
C 2.947 1.467 -0.249
H -4.224 -4.319 2.232
H -0.228 -3.284 1.072
H -1.813 -0.721 -1.948
H -2.133 -3.483 1.859
H -3.678 -1.731 -1.778
H 1.965 -2.211 0.845
H 0.463 0.045 -2.443
H -8.380 -3.640 1.348
H -7.986 -4.007 -0.398
H -7.555 -2.385 0.523
H 3.403 -1.347 -1.490
H 2.616 0.087 -2.130
H 4.788 4.392 -0.966
H 3.138 4.024 -1.673
H 1.402 4.017 1.813
H 1.283 3.635 0.081
H 4.923 2.296 -0.159
H 4.449 2.099 -1.773
H 3.253 2.004 1.768
H 1.563 1.588 1.533
H 2.806 5.546 0.310
H 2.063 1.614 -0.978

=====

49
Properties=species:S:1:pos:R:3 method="wB97M-V/def2-TZVPD" energy_ha=-1182.96996 molar_mass_g_mol=362.43 orbital_gap_ev=8.42 largest_force_ha_per_bohr=0.07804 smiles="CCn1c(=O)cc(C)c2cc(N3CCN(c4cnccc4C)C3=O)ccc21" total_charge=0 spin_multiplicity=1
O 5.605 -1.406 -2.848
O -0.687 1.503 1.708
N -4.811 2.680 4.060
C 4.636 -1.212 -2.158
C -1.479 0.575 1.423
C 4.536 0.118 -1.535
C 3.543 0.385 -0.616
C -4.940 3.828 3.394
C -4.154 1.640 3.470
C 1.304 -2.580 -1.173
C 0.188 -2.283 -0.412
C 1.230 -0.206 0.166
C -4.388 4.043 2.134
C 2.380 -0.580 -0.564
C 2.446 -1.786 -1.245
C 0.084 -1.038 0.254
C -3.504 1.785 2.225
C -3.607 3.027 1.547
N 3.616 -2.174 -1.969
N -1.137 -0.661 0.928
N -2.838 0.674 1.649
C 3.534 1.726 0.135
C -2.945 3.251 0.187
C 3.221 -3.359 -4.016
C 3.822 -3.481 -2.603
C -2.317 -1.475 0.779
C -3.388 -0.656 1.564
H 5.381 0.795 -1.706
H -5.489 4.654 3.846
H -4.095 0.662 3.981
H 1.272 -3.532 -1.684
H -0.606 -3.022 -0.426
H 1.210 0.793 0.583
H -4.492 5.001 1.643
H 4.321 2.390 -0.217
H 2.517 2.191 -0.062
H 3.630 1.608 1.203
H -1.930 3.514 0.407
H -2.932 2.375 -0.476
H -3.413 4.073 -0.351
H 2.151 -3.111 -3.982
H 3.692 -2.602 -4.587
H 3.372 -4.309 -4.559
H 3.283 -4.248 -2.023
H 4.888 -3.790 -2.681
H -2.251 -2.488 1.217
H -2.606 -1.566 -0.263
H -3.529 -1.017 2.599
H -4.323 -0.708 1.052

=====

51
Properties=species:S:1:pos:R:3 method="wB97M-V/def2-TZVPD" energy_ha=-1656.33857 molar_mass_g_mol=410.50 orbital_gap_ev=8.10 largest_force_ha_per_bohr=0.02944 smiles="O=C(CSc1nnc(COc2ccccc2)o1)N1CCN(c2ccccc2)CC1" total_charge=0 spin_multiplicity=1
O 1.747 -1.838 -0.425
C 2.255 -0.763 -0.174
N 2.158 0.296 -0.998
C 2.618 1.645 -0.762
H 3.388 1.677 0.005
C 1.415 2.535 -0.387
N 0.449 2.521 -1.464
C 0.565 3.428 -2.511
C 0.849 4.772 -2.240
C 0.917 5.708 -3.251
C 0.694 5.343 -4.568
C 0.394 4.023 -4.851
C 0.332 3.077 -3.845
H 0.106 2.059 -4.117
H 0.213 3.717 -5.872
H 0.748 6.076 -5.358
H 1.138 6.737 -3.006
H 0.994 5.099 -1.221
C 0.005 1.166 -1.701
H -0.765 1.149 -2.472
C 1.178 0.244 -2.071
H 0.844 -0.788 -2.177
H 1.656 0.575 -2.998
H -0.437 0.803 -0.767
H 1.760 3.546 -0.184
H 0.936 2.126 0.508
H 3.054 2.017 -1.698
C 3.082 -0.591 1.105
H 4.113 -0.904 0.944
H 3.041 0.411 1.521
S 2.395 -1.718 2.358
C 0.805 -1.074 2.305
N 0.423 0.002 1.680
N -0.901 0.119 1.902
C -1.261 -0.869 2.648
O -0.209 -1.674 2.952
C -2.640 -1.162 3.134
O -3.276 -2.154 2.366
C -2.926 -3.473 2.517
C -3.534 -4.346 1.616
C -3.281 -5.700 1.681
C -2.419 -6.204 2.643
C -1.818 -5.339 3.536
C -2.065 -3.976 3.483
H -1.572 -3.330 4.192
H -1.142 -5.719 4.289
H -2.217 -7.263 2.692
H -3.756 -6.366 0.976
H -4.199 -3.933 0.875
H -3.238 -0.259 2.991
H -2.615 -1.427 4.198

=====

55
Properties=species:S:1:pos:R:3 method="wB97M-V/def2-TZVPD" energy_ha=-1592.42378 molar_mass_g_mol=537.52 orbital_gap_ev="7.47 / 6.72" largest_force_ha_per_bohr=0.05034 total_charge=0 spin_multiplicity=6
Ru 0.321 -0.071 -0.422
O 3.062 3.642 -0.897
C 2.338 4.480 -0.130
C 2.846 5.748 0.146
C 2.145 6.625 0.945
C 0.912 6.267 1.476
C 0.392 5.020 1.210
C 1.099 4.107 0.420
C 0.532 2.780 0.161
O 1.054 2.002 -0.729
N -0.540 2.476 0.853
N -1.052 1.258 0.722
C -2.338 1.117 0.807
C -3.054 -0.123 0.753
C -4.337 -0.169 1.309
C -5.067 -1.334 1.354
C -4.534 -2.500 0.808
C -3.312 -2.479 0.182
C -2.534 -1.298 0.115
O -1.421 -1.329 -0.533
H 2.511 2.836 -1.041
H 3.792 6.032 -0.285
H 2.556 7.603 1.146
H 0.360 6.968 2.085
H -0.566 4.718 1.601
H -2.929 2.025 0.944
H -4.743 0.735 1.737
H -6.040 -1.346 1.819
H -5.088 -3.426 0.866
H -2.900 -3.370 -0.274
C 3.794 -3.762 -1.080
N 2.851 -2.694 -0.797
C 1.459 -2.933 -1.106
C 3.091 -1.563 -0.047
O 2.135 -1.058 0.578
N 4.307 -0.984 0.024
C 4.410 0.261 0.764
C 5.480 -1.334 -0.747
H 3.240 -4.685 -1.245
H 4.454 -3.928 -0.231
H 4.382 -3.555 -1.975
H 1.395 -3.713 -1.868
H 1.010 -1.988 -1.502
H 0.250 -2.578 0.597
H 3.432 0.512 1.170
H 4.734 1.065 0.101
H 5.126 0.152 1.578
H 5.996 -2.202 -0.334
H 6.168 -0.492 -0.703
H 5.235 -1.513 -1.794
N 1.942 -7.145 -1.534
C 1.358 -6.438 -0.831
N 0.718 -5.702 -0.003
C 0.416 -4.570 0.410
N 0.646 -3.339 0.048

=====

47
Properties=species:S:1:pos:R:3 method="wB97M-V/def2-TZVPD" energy_ha=-1114.34741 molar_mass_g_mol=338.40 orbital_gap_ev=8.66 largest_force_ha_per_bohr=0.07229 smiles="CC1=C(COc2c3ccoc3cc3oc(=O)ccc23)CCC(C)(C)C1" total_charge=0 spin_multiplicity=1
O -1.194 -5.636 0.839
O -2.430 -0.840 -4.250
O -1.583 -4.236 -0.881
O 0.904 -0.118 -1.027
C -0.935 -4.619 0.216
C -1.779 0.357 -4.466
C 0.206 -3.846 0.722
C -0.856 0.608 -3.516
C 0.567 -2.684 0.098
C 1.095 1.566 0.791
C 0.616 1.325 2.084
C -2.082 -2.648 -2.556
C -1.815 -1.422 -3.175
C -1.299 -3.044 -1.460
C -0.021 -0.973 -1.589
C -0.805 -0.574 -2.693
C -0.244 -2.213 -1.014
C -0.587 0.448 2.286
C 0.375 1.100 -0.454
C 3.157 3.245 4.300
C 1.541 4.393 2.740
C 2.306 2.425 0.559
C 1.241 1.939 3.319
C 3.185 2.679 1.842
C 2.274 3.031 3.056
H -2.027 0.979 -5.304
H 0.769 -4.264 1.555
H -0.255 1.506 -3.447
H 1.402 -2.075 0.453
H -2.804 -3.309 -2.999
H -0.431 -0.189 3.143
H -0.762 -0.169 1.447
H -1.497 1.030 2.424
H -0.710 0.968 -0.289
H 0.451 1.870 -1.239
H 2.551 3.544 5.130
H 3.902 4.056 4.118
H 3.645 2.311 4.582
H 0.798 4.340 1.965
H 1.029 4.776 3.640
H 2.240 5.190 2.432
H 2.899 1.939 -0.231
H 1.964 3.352 0.133
H 1.744 1.153 3.859
H 0.472 2.353 3.944
H 3.888 3.472 1.710
H 3.767 1.776 2.078